ORCA calculation (ωB97M-V/def2-TZVPD) on a molecular structure, C3H8CsNO at a distorted geometry.

The HOMO energy comes out at -18.41 eV. As for the maximum force: 3.79 eV/Å. The value obtained for the HOMO-LUMO gap is 11.26 eV. Its calculated total energy is -268.66205 a.u. The total charge is +2. For the energy relative to the best compared isomer or geometry (same formula, charge and spin), the calculation gives 21.19 kcal per mole.

Element x y z (Å)
1 H 14.88763 -2.30633 -1.64595
2 Cs 9.23158 1.22446 -2.82921
3 O 13.75016 -4.17606 -0.47169
4 H 15.50969 -0.56637 -0.34210
5 C 13.25713 -3.09620 -0.73404
6 H 14.18121 -0.93654 0.82273
7 H 11.08005 -3.57833 -0.58754
8 H 15.50773 -2.17200 0.44437
9 C 11.78952 -2.76371 -0.44206
10 H 11.37987 -1.94372 -1.03192
11 H 11.76869 -2.51480 0.61893
12 C 14.88742 -1.34466 0.09967
13 H 13.70928 -1.26940 -1.75200
14 N 14.13929 -1.90722 -1.09749

***

ORCA calculation (ωB97M-V/def2-TZVPD) on 2 unconnected molecules or ions with the total composition C5H10O.

The HOMO energy comes out at -8.48 eV. As for the maximum force: 0.45 eV/Å. The value obtained for the HOMO-LUMO gap is 9.40 eV. Its calculated total energy is -271.58981 a.u. For the energy relative to the best compared isomer or geometry (same formula, charge and spin), the calculation gives 102.16 kcal per mole.

Element x y z (Å)
1 H 0.02838 -1.76324 -0.77066
2 C 0.17938 -0.70932 2.25326
3 H -0.54970 -0.88794 -2.60755
4 H -0.46029 0.78045 -1.95133
5 H -0.98584 1.60100 0.08290
6 C -0.28285 1.33216 0.87877
7 C 0.10067 -0.02641 -2.42813
8 H 0.54332 0.32736 -3.36060
9 H -0.28375 2.15944 1.59778
10 H -1.69769 -0.29703 1.43305
11 C 1.08034 -1.36030 -0.67760
12 H -0.13525 -1.63322 2.73093
13 H 1.21913 -0.41905 2.38886
14 H 0.72174 1.26848 0.44592
15 O 1.18705 -0.40629 -1.55767
16 C -0.66462 0.03392 1.54206